No. 1
{"formula": "C4H13N2O2", "method": "ωB97M-V/def2-TZVPD", "total_charge": -1, "largest_force_ev_per_a": 1.52, "e_tot_ha": -420.203239, "relative_energy_kcal_mol": 9.8, "mol_weight_g_mol": 121.16, "homo_ev": -3.647, "symbols": ["N", "C", "C", "C", "O", "C", "N", "H", "H", "H", "H", "H", "H", "H", "H", "H", "H", "H", "H", "H", "O"], "coordinates": [[0.0773, -0.9633, 2.6035], [-0.3027, -0.6921, 1.1885], [-0.5916, 0.8115, 1.0115], [-0.2825, 1.4178, -0.3780], [-1.1772, 0.9648, -1.3165], [0.8644, -1.1621, 0.3273], [0.4666, -1.3812, -1.0753], [-0.6371, -1.4426, 3.1268], [0.2879, -0.1028, 3.0823], [-1.2082, -1.2369, 0.9847], [-1.6700, 0.9372, 1.0832], [-0.1761, 1.4264, 1.8177], [-0.2967, 2.5073, -0.2260], [0.7589, 1.1251, -0.6541], [1.6720, -0.4330, 0.4568], [1.2521, -2.0906, 0.7270], [-0.2537, -0.6986, -1.2787], [1.2780, -1.1857, -1.6552], [0.5741, 0.2477, -3.3737], [-0.6203, 0.9875, -2.8104], [-0.0150, 0.9638, -3.6412]], "nbo_charge": [-0.8562, -0.0646, -0.4374, -0.0368, -0.9584, -0.2176, -0.8803, 0.3478, 0.3469, 0.1876, 0.2036, 0.1626, 0.1124, 0.1048, 0.1543, 0.1716, 0.4082, 0.3316, 0.4357, 0.5124, -1.0283]}


No. 2
{"formula": "C5H13N3O3P", "method": "ωB97M-V/def2-TZVPD", "total_charge": -1, "largest_force_ev_per_a": 6.18, "e_tot_ha": -929.701216, "relative_energy_kcal_mol": 77.0, "mol_weight_g_mol": 194.15, "homo_ev": -4.246, "symbols": ["C", "C", "C", "C", "C", "N", "N", "N", "O", "O", "O", "P", "H", "H", "H", "H", "H", "H", "H", "H", "H", "H", "H", "H", "H"], "coordinates": [[-0.6281, -0.6447, 0.6736], [0.9860, -2.4438, 0.2636], [0.0358, -1.2383, -1.5460], [1.3039, 1.8458, 0.4041], [-1.8921, 1.2654, 1.0848], [-0.1982, -1.6183, -0.1764], [1.2525, 0.4910, 0.8132], [-1.3874, 0.3955, 0.0917], [0.4414, 1.1927, 3.2725], [1.7274, -1.0830, 2.9092], [-0.8473, -0.8979, 1.8930], [0.9910, 0.0966, 2.3560], [1.0444, -3.1842, -0.4450], [1.8399, -1.8833, 0.4276], [0.5045, -2.9088, 1.2058], [0.5216, -2.0547, -2.2252], [-0.9963, -0.8772, -1.8059], [0.6930, -0.4426, -1.6438], [2.1530, 1.8421, -0.2393], [0.4212, 2.2402, -0.1372], [1.6036, 2.5805, 1.3367], [-2.6831, 0.7588, 1.6607], [-2.5257, 1.9577, 0.6807], [-1.2887, 1.7843, 1.7078], [-0.8588, 0.8256, -0.6399]], "nbo_charge": [0.8548, -0.4088, -0.4240, -0.4003, -0.4161, -0.4577, -1.1674, -0.6577, -1.1465, -1.1233, -0.7377, 2.3977, 0.1711, 0.2304, 0.2313, 0.1953, 0.2072, 0.1872, 0.1717, 0.1341, 0.1802, 0.2016, 0.1776, 0.2232, 0.3762]}


No. 3
{"formula": "C52H123N7O13", "method": "ωB97M-V/def2-TZVPD", "total_charge": 4, "largest_force_ev_per_a": 4.40, "e_tot_ha": -3415.370765, "mol_weight_g_mol": 1054.59, "homo_ev": -14.688, "symbols": ["C", "C", "C", "C", "N", "C", "C", "C", "C", "C", "C", "C", "H", "H", "H", "H", "H", "H", "H", "H", "H", "H", "H", "H", "H", "H", "H", "H", "H", "H", "H", "H", "H", "H", "H", "H", "C", "C", "C", "C", "N", "C", "C", "C", "C", "C", "C", "C", "H", "H", "H", "H", "H", "H", "H", "H", "H", "H", "H", "H", "H", "H", "H", "H", "H", "H", "H", "H", "H", "H", "H", "H", "C", "C", "C", "C", "N", "C", "C", "C", "C", "C", "C", "C", "H", "H", "H", "H", "H", "H", "H", "H", "H", "H", "H", "H", "H", "H", "H", "H", "H", "H", "H", "H", "H", "H", "H", "H", "C", "C", "C", "O", "C", "N", "H", "H", "H", "H", "H", "H", "H", "H", "H", "H", "H", "H", "C", "C", "C", "O", "C", "N", "H", "H", "H", "H", "H", "H", "H", "H", "H", "H", "H", "H", "C", "C", "C", "O", "C", "N", "H", "H", "H", "H", "H", "H", "H", "H", "H", "H", "H", "H", "C", "C", "C", "O", "C", "N", "H", "H", "H", "H", "H", "H", "H", "H", "H", "H", "H", "H", "O", "C", "O", "O", "H", "O", "C", "O", "O", "H", "O", "C", "O", "O", "H"], "coordinates": [[0.5800, 6.2624, -4.9664], [0.1683, 7.2741, -3.9403], [-1.3800, 7.5318, -4.1384], [-1.9221, 8.6662, -3.3179], [-3.3688, 8.8705, -3.3590], [-3.7246, 10.0775, -2.6139], [-5.1303, 10.4967, -3.1259], [-4.9742, 10.1623, -4.6289], [-3.7572, 9.2962, -4.7537], [-4.0218, 7.6064, -2.8649], [-3.5109, 7.0781, -1.5025], [-4.0908, 5.7810, -1.0611], [1.6207, 5.8883, -4.7110], [0.7624, 6.6834, -5.9521], [0.0215, 5.3572, -5.0529], [0.7160, 8.2160, -4.0787], [0.4683, 6.9478, -2.9336], [-1.9983, 6.6412, -3.8702], [-1.4965, 7.7354, -5.1687], [-1.5099, 9.6921, -3.5227], [-1.7491, 8.6096, -2.2473], [-3.7086, 9.8535, -1.4900], [-2.9200, 10.7776, -2.7189], [-5.9077, 9.8860, -2.6478], [-5.3970, 11.5453, -2.9622], [-5.8517, 9.6593, -5.0147], [-4.8983, 11.1207, -5.1021], [-3.9699, 8.4477, -5.3755], [-2.8617, 9.8242, -5.1863], [-3.8416, 6.8635, -3.6542], [-5.1426, 7.8210, -2.7154], [-3.6083, 7.7552, -0.7126], [-2.4336, 6.8770, -1.5026], [-4.1287, 5.1011, -1.8885], [-5.1722, 5.8882, -0.7349], [-3.5320, 5.3159, -0.2531], [-4.4806, 1.8886, 6.6258], [-5.8053, 1.3075, 7.0618], [-6.6723, 2.2544, 7.8258], [-8.1112, 1.6967, 7.8806], [-9.1773, 2.3155, 8.8079], [-8.5757, 2.9260, 10.0411], [-8.1743, 1.7395, 10.8656], [-9.1556, 0.5656, 10.4878], [-10.0645, 1.1748, 9.3841], [-10.0126, 3.3387, 8.0049], [-9.2356, 4.6665, 7.6234], [-10.2160, 5.8242, 7.5844], [-4.5467, 2.7166, 5.9166], [-3.8334, 1.1361, 6.1306], [-3.9775, 2.4097, 7.4451], [-5.5765, 0.4059, 7.6537], [-6.2683, 0.9678, 6.1226], [-6.7474, 3.2610, 7.3822], [-6.2696, 2.2996, 8.8575], [-8.0960, 0.6793, 8.2315], [-8.5967, 1.6558, 6.8631], [-9.3623, 3.4723, 10.5698], [-7.7519, 3.6351, 9.8155], [-8.1632, 1.9007, 11.9511], [-7.1761, 1.3288, 10.6999], [-9.8552, 0.2385, 11.3003], [-8.6089, -0.3116, 10.0699], [-11.0002, 1.5706, 9.7745], [-10.3526, 0.5302, 8.5679], [-10.8427, 3.6941, 8.7036], [-10.3550, 2.7870, 7.1459], [-8.8572, 4.5956, 6.5769], [-8.3686, 4.8315, 8.3194], [-10.5743, 6.0987, 8.5696], [-11.0620, 5.5086, 6.9860], [-9.7447, 6.6994, 7.2035], [-3.2502, -4.9050, -5.1331], [-1.7898, -5.1954, -4.7029], [-1.7716, -6.3164, -3.6762], [-0.3412, -6.7359, -3.3653], [-0.0374, -7.7498, -2.2640], [-0.4072, -7.3318, -0.8848], [-0.9936, -8.5802, -0.1836], [-1.7612, -9.2143, -1.3503], [-0.6995, -9.1474, -2.4650], [1.5336, -7.8994, -2.1630], [2.1825, -8.4986, -3.3806], [3.6075, -8.8555, -3.0113], [-3.2612, -4.1301, -5.9151], [-3.8081, -4.5252, -4.2112], [-3.6930, -5.8071, -5.5637], [-1.3560, -4.2613, -4.3134], [-1.2090, -5.5061, -5.5762], [-2.4070, -7.1745, -3.9989], [-2.1846, -5.9078, -2.7602], [0.1755, -5.8767, -2.9628], [0.2171, -7.0314, -4.2218], [0.4905, -6.8757, -0.4901], [-1.1649, -6.5472, -0.8938], [-0.2746, -9.2949, 0.2465], [-1.6681, -8.3076, 0.6159], [-2.0638, -10.2791, -1.2974], [-2.7007, -8.6347, -1.5781], [0.0994, -9.8220, -2.2580], [-1.0537, -9.3064, -3.5165], [1.6094, -8.4313, -1.2566], [1.9208, -6.9244, -1.9598], [2.1263, -7.7761, -4.1629], [1.6432, -9.3670, -3.6853], [4.1583, -9.2406, -3.8947], [3.6200, -9.7343, -2.3151], [4.2704, -8.0793, -2.6455], [5.9980, -5.8176, -0.4355], [6.0593, -4.9413, -1.6417], [6.7592, -5.6478, -2.8851], [6.4950, -4.7591, -3.9400], [7.1640, -5.0123, -5.1742], [4.7780, -4.4511, -1.9980], [4.2273, -4.7351, -2.7802], [4.1133, -4.5935, -1.1604], [4.7670, -3.4016, -2.1085], [6.9626, -6.1730, -0.1352], [5.3410, -6.6778, -0.6309], [5.6536, -5.2955, 0.4806], [6.6651, -4.0533, -1.3374], [6.2441, -6.5948, -3.0364], [7.8665, -5.7867, -2.8291], [6.6177, -5.7294, -5.8154], [8.0976, -5.4618, -4.9291], [7.2960, -3.9579, -5.5593], [1.5875, 1.0458, -5.0485], [2.8645, 0.2897, -5.4380], [3.8771, 1.2426, -6.0208], [3.2077, 1.8791, -7.0456], [3.9505, 2.8806, -7.6726], [3.4844, -0.4593, -4.3518], [2.9551, -1.4127, -4.0070], [4.3814, -0.7791, -4.7636], [3.7101, 0.0474, -3.4961], [1.0810, 1.6900, -5.8458], [1.8458, 1.6993, -4.2560], [0.8262, 0.4345, -4.6757], [2.6515, -0.4060, -6.2289], [4.7133, 0.7043, -6.4455], [4.2564, 1.9347, -5.2940], [3.3975, 3.0606, -8.6191], [4.9627, 2.5592, -7.8141], [3.8843, 3.7668, -7.0275], [8.7314, -0.3847, 3.8270], [9.7150, 0.6760, 4.1813], [9.1820, 1.7680, 5.0955], [7.9231, 2.1251, 4.6273], [7.3935, 3.2182, 5.4325], [10.9004, 0.1139, 4.9245], [11.6480, 0.7295, 5.1756], [10.5843, -0.1743, 5.8697], [11.3874, -0.6390, 4.3948], [7.8336, 0.1898, 3.5340], [8.5097, -1.0158, 4.7116], [9.0368, -1.0292, 3.0398], [10.0690, 1.1347, 3.2432], [9.8036, 2.7379, 5.1375], [9.1954, 1.3674, 6.1430], [8.1545, 3.9927, 5.4106], [7.1874, 2.8988, 6.4434], [6.5197, 3.5612, 4.8884], [-0.4685, -1.6937, 0.0158], [0.8227, -1.0055, -0.0003], [1.3494, -0.8140, 1.4020], [2.7061, -0.4081, 1.4560], [2.9663, 0.9613, 1.2439], [1.8863, -1.7781, -0.6903], [1.5452, -2.3075, -1.5211], [2.6126, -1.1582, -1.1298], [2.4573, -2.3914, -0.0646], [-1.1986, -1.3118, 0.7563], [-0.1763, -2.7278, 0.2802], [-0.9317, -1.7441, -0.9790], [0.7061, -0.0092, -0.5700], [1.3385, -1.7595, 2.0291], [0.7152, 0.0650, 1.8729], [3.9303, 1.1591, 1.7150], [2.1267, 1.4837, 1.7904], [3.1080, 1.2146, 0.1539], [2.0009, -6.0077, 0.8717], [2.1676, -4.9340, 0.0541], [1.3577, -4.7531, -0.8119], [3.1627, -4.1374, 0.3662], [2.7922, -6.1362, 1.4066], [2.0794, -3.4168, -5.4042], [2.4389, -3.6893, -4.1031], [2.6322, -4.8684, -3.7714], [2.5501, -2.7238, -3.3109], [1.9885, -4.2519, -5.9025], [5.5683, -0.3651, -0.1453], [4.9889, -0.6625, -1.3824], [3.9538, 0.0456, -1.6303], [5.4893, -1.5386, -2.0460], [6.3976, -0.8428, -0.1508]], "lowdin_charge": [-0.1300, -0.2253, -0.1541, -0.1785, -0.2673, -0.1094, -0.1023, -0.1340, -0.0899, -0.0788, -0.2500, -0.0993, 0.0961, 0.0806, 0.0636, 0.1190, 0.1133, 0.1203, 0.1050, 0.1568, 0.1270, 0.1626, 0.1313, 0.1108, 0.1280, 0.1224, 0.1193, 0.1338, 0.1637, 0.1288, 0.1697, 0.0929, 0.1110, 0.0705, 0.1072, 0.0848, -0.1176, -0.2810, -0.1881, -0.0921, -0.2214, -0.1265, -0.1402, -0.1141, -0.0753, -0.0858, -0.2253, -0.0996, 0.0722, 0.0880, 0.0785, 0.1268, 0.1202, 0.1201, 0.1203, 0.1082, 0.1549, 0.1496, 0.1314, 0.1295, 0.1095, 0.1342, 0.1194, 0.1334, 0.1311, 0.1503, 0.1217, 0.1179, 0.1078, 0.0827, 0.0865, 0.0727, -0.1035, -0.2650, -0.1937, -0.1077, -0.1677, -0.1144, -0.1247, -0.1480, -0.0708, -0.1037, -0.2165, -0.0788, 0.0728, 0.0978, 0.0729, 0.1144, 0.1110, 0.1303, 0.1076, 0.1151, 0.1148, 0.0773, 0.1356, 0.1263, 0.1140, 0.1300, 0.1324, 0.1088, 0.1511, 0.1201, 0.1034, 0.0966, 0.1044, 0.0911, 0.1016, 0.0485, -0.0504, -0.3489, -0.1467, -0.2228, -0.0664, 0.1971, 0.0895, 0.1323, 0.1331, 0.0819, 0.0884, 0.0934, 0.1604, 0.1152, 0.1436, 0.0980, 0.0663, 0.1156, -0.0145, -0.3327, -0.2303, -0.1971, -0.0806, 0.1827, 0.1286, 0.1675, 0.0977, 0.1190, 0.0676, 0.0537, 0.1494, 0.1333, 0.1339, 0.1118, 0.0846, 0.0941, -0.0221, -0.3286, -0.2398, -0.1908, -0.0309, 0.2161, 0.1616, 0.1803, 0.1974, 0.1086, 0.1121, 0.0809, 0.1707, 0.1610, 0.1424, 0.0879, 0.0947, 0.0986, -0.0564, -0.3819, -0.1958, -0.2085, -0.1059, 0.2025, 0.1318, 0.1132, 0.1227, 0.1048, 0.0919, 0.0941, 0.1811, 0.1613, 0.1536, 0.0835, 0.0961, 0.0853, 0.0796, -0.7886, 0.0400, -0.1098, 0.1144, 0.0833, -0.7390, -0.0046, -0.0362, 0.1234, 0.0660, -0.7590, -0.0933, 0.0291, 0.0895]}


No. 4
{"formula": "C8H26N12O12Pb", "method": "ωB97M-V/def2-TZVPD", "total_charge": 0, "largest_force_ev_per_a": 12.39, "e_tot_ha": -2073.078560, "relative_energy_kcal_mol": 351.1, "mol_weight_g_mol": 689.57, "homo_ev": -6.553, "symbols": ["Pb", "O", "C", "O", "O", "H", "O", "C", "O", "O", "H", "C", "O", "N", "N", "H", "H", "H", "H", "C", "O", "N", "N", "H", "H", "H", "H", "C", "O", "N", "N", "H", "H", "H", "H", "C", "O", "N", "N", "H", "H", "H", "H", "C", "O", "N", "N", "H", "H", "H", "H", "C", "O", "N", "N", "H", "H", "H", "H"], "coordinates": [[0.0312, 0.0082, -1.0394], [1.2714, -4.3361, -5.7285], [2.1999, -3.3471, -5.5000], [3.2287, -3.2656, -6.1797], [2.0151, -2.5320, -4.5833], [1.7365, -4.8866, -6.3627], [2.1172, 5.7286, -3.4332], [2.9292, 4.6539, -3.6042], [2.5810, 3.5093, -3.2487], [3.9606, 4.7189, -4.2456], [2.6064, 6.3442, -3.9839], [3.7343, 1.3266, 3.6667], [2.9685, 1.3990, 2.7164], [4.9330, 0.9310, 3.5589], [3.3550, 1.6159, 4.8802], [5.4254, 0.9161, 4.4406], [5.3615, 0.7377, 2.6650], [2.4263, 2.0119, 4.9091], [3.9050, 1.4132, 5.7027], [-1.8523, -0.8627, 4.6035], [-1.9160, -0.8339, 3.3902], [-2.6965, -0.1997, 5.3022], [-1.0348, -1.5887, 5.3365], [-3.4446, 0.2948, 4.8377], [-2.8215, -0.5444, 6.2433], [-0.2822, -2.1314, 4.9375], [-1.0968, -1.4298, 6.3320], [-3.3972, -4.7488, -2.2100], [-2.7787, -3.8133, -1.7142], [-3.2098, -5.2024, -3.4397], [-4.4920, -5.2252, -1.6588], [-3.6621, -6.0190, -3.8252], [-2.3428, -4.7684, -3.7228], [-5.1560, -5.7813, -2.1784], [-4.7591, -4.6015, -0.9107], [2.8810, -4.0489, 2.5015], [2.2526, -3.5654, 1.6317], [4.1953, -4.1118, 2.5261], [2.3172, -4.7128, 3.3435], [4.7391, -4.5618, 3.2485], [4.7457, -3.6222, 1.8351], [1.3873, -5.1070, 3.3448], [2.9762, -5.1226, 3.9900], [-3.4176, 2.5469, -4.9273], [-2.6779, 1.8704, -4.2783], [-4.4590, 3.1590, -4.4392], [-3.1236, 2.6463, -6.2011], [-5.0167, 3.7354, -5.0530], [-4.6361, 3.0583, -3.4500], [-2.1481, 2.4540, -6.3784], [-3.7027, 3.1177, -6.8813], [-1.2574, 4.9974, 1.3774], [-1.6391, 4.0594, 0.7174], [-0.6302, 6.0343, 0.8610], [-1.3297, 4.9267, 2.6520], [-0.3316, 6.7900, 1.4609], [-0.2793, 6.0782, -0.0851], [-1.5982, 4.0886, 3.1476], [-1.0909, 5.7985, 3.1026]], "nbo_charge": [1.3771, -0.7332, 0.9245, -0.7027, -0.6850, 0.4808, -0.7183, 0.9148, -0.6606, -0.6813, 0.4841, 0.7402, -0.7032, -0.7981, -0.8357, 0.3749, 0.4235, 0.4136, 0.3849, 0.7451, -0.6879, -0.8125, -0.8270, 0.4141, 0.3716, 0.4176, 0.3779, 0.7602, -0.7030, -0.8404, -0.8348, 0.3987, 0.4248, 0.3872, 0.4058, 0.7270, -0.6774, -0.8367, -0.7759, 0.3770, 0.4104, 0.4175, 0.3590, 0.7501, -0.7000, -0.8206, -0.8313, 0.3881, 0.4151, 0.4217, 0.3790, 0.7463, -0.7029, -0.8265, -0.8099, 0.3734, 0.4277, 0.4192, 0.3720]}